[1]
60
Properties=species:S:1:pos:R:3 method="wB97M-V/def2-TZVPD" multiplicity=3 homo_energy_ev="-10.49 / -10.62" s2=2.017 lumo_energy_ev="-2.5021 / -2.5718" total_charge=+1 gap_ev="8.0 / 8.0"
V -0.689 0.426 0.836
N -0.388 2.158 2.219
C -1.521 3.083 2.335
C -1.922 3.471 0.924
N -2.017 2.276 0.076
C -3.373 1.794 -0.188
C -3.842 0.939 0.969
N -2.830 -0.115 1.175
H 0.433 2.655 1.883
H -0.132 1.757 3.118
H -2.326 2.559 2.851
H -1.276 3.968 2.926
H -2.856 4.041 0.927
H -1.153 4.122 0.504
H -1.527 2.418 -0.799
H -4.074 2.614 -0.371
H -3.335 1.186 -1.096
H -3.921 1.525 1.884
H -4.828 0.516 0.767
H -2.965 -0.586 2.065
H -2.965 -0.838 0.471
O 0.684 2.676 -2.650
C 1.015 1.630 -3.473
C 1.597 1.901 -4.710
C 1.955 0.880 -5.566
C 1.734 -0.443 -5.200
C 1.157 -0.713 -3.978
C 0.785 0.303 -3.090
C 0.180 -0.089 -1.797
O -0.239 0.857 -1.015
N 0.076 -1.344 -1.491
N -0.602 -1.484 -0.263
C -0.821 -2.728 -0.006
S -0.179 -4.012 -0.993
C -1.019 -5.346 -0.095
C -1.197 -4.927 1.352
S -1.825 -3.231 1.334
H 0.931 3.489 -3.104
H 1.768 2.935 -4.993
H 2.405 1.117 -6.521
H 2.008 -1.251 -5.862
H 0.973 -1.734 -3.676
H -0.395 -6.235 -0.172
H -1.981 -5.548 -0.564
H -0.254 -4.944 1.898
H -1.926 -5.547 1.869
F 2.751 -0.985 4.871
C 3.103 -1.629 3.748
F 4.388 -1.984 3.878
F 2.386 -2.758 3.693
C 2.892 -0.764 2.535
C 3.972 -0.280 1.821
C 3.775 0.523 0.700
C 2.478 0.818 0.333
N 1.440 0.373 1.042
C 1.602 -0.404 2.122
S 0.077 -0.860 2.833
H 4.974 -0.542 2.130
H 4.609 0.894 0.124
H 2.232 1.415 -0.538

=====

[2]
56
Properties=species:S:1:pos:R:3 method="wB97M-V/def2-TZVPD" multiplicity=6 homo_energy_ev="-10.99 / -10.99" s2=8.811 lumo_energy_ev="-4.2448 / -6.0468" total_charge=+1 gap_ev="6.7 / 4.9"
Ir 0.622 -0.097 0.210
C -2.585 -1.232 -2.897
C -1.732 -0.638 -1.827
N -0.729 -1.255 -1.280
O -0.476 -2.486 -1.754
C -1.985 0.685 -1.304
C -3.214 1.438 -1.631
N -1.008 1.229 -0.518
O -1.199 2.375 -0.087
H -2.034 -1.987 -3.449
H -2.932 -0.462 -3.583
H -3.460 -1.712 -2.452
H 0.322 -2.777 -1.281
H -4.065 0.767 -1.729
H -3.083 1.947 -2.593
H -3.409 2.200 -0.883
O 0.282 -0.264 2.106
C 1.439 -0.095 2.937
C 2.354 0.846 2.168
C 1.960 2.063 1.652
C 3.014 2.726 0.967
C 4.169 2.010 0.995
S 3.999 0.528 1.834
C 2.090 -1.449 3.132
C 3.051 -1.794 4.032
C 3.504 -3.134 3.866
C 2.873 -3.774 2.848
S 1.710 -2.768 2.096
C 0.994 0.506 4.246
C -0.185 0.280 4.887
C -0.264 0.961 6.132
C 0.857 1.681 6.403
S 2.016 1.548 5.152
H 0.987 2.496 1.843
H 2.915 3.691 0.492
H 5.122 2.276 0.566
H 3.417 -1.122 4.795
H 4.256 -3.597 4.487
H 3.000 -4.794 2.522
H -0.964 -0.350 4.482
H -1.118 0.920 6.791
H 1.066 2.290 7.267
C 2.335 -0.815 -3.842
Si 3.076 -1.077 -2.152
C 3.213 -2.892 -1.734
C 4.741 -0.265 -2.046
O 2.027 -0.400 -1.042
H 2.988 -1.242 -4.607
H 2.230 0.250 -4.062
H 1.355 -1.285 -3.950
H 3.975 -3.352 -2.369
H 2.295 -3.466 -1.897
H 3.516 -3.032 -0.695
H 5.353 -0.618 -2.880
H 5.266 -0.508 -1.122
H 4.666 0.821 -2.127